The following is a quantum chemistry calculation of C19H29B2F6NO20Tl as an isolated structure at a distorted geometry, from OMol25.

Last column: Löwdin charge in e.
Atoms and positions in Å:
1 Tl 3.77294 23.30702 1.77183  0.977
2 B 0.64737 20.71173 3.97738  -0.088
3 H 0.14124 21.48634 3.42237  0.022
4 H 1.34791 20.22734 3.31493  0.027
5 H 1.23406 21.15594 4.76650  0.009
6 H 0.09349 19.88153 4.38754  0.037
7 B 1.27857 22.39997 -2.09876  -0.089
8 H 0.66075 22.05147 -2.91184  0.032
9 H 1.81973 21.55821 -1.69525  0.015
10 H 1.94463 23.20721 -2.36138  -0.006
11 H 0.58257 22.69022 -1.32702  0.056
12 C -3.97953 26.33129 5.16498  -0.106
13 C -4.73866 27.08449 4.08789  -0.268
14 O -3.88371 26.77241 3.01112  0.175
15 C -2.65984 26.57478 3.44047  -0.573
16 O -1.58989 26.46525 2.83688  0.120
17 O -2.74171 26.18805 4.67256  0.099
18 F -4.87925 28.39936 4.45300  0.066
19 H -4.32799 25.29994 5.11016  0.154
20 H -4.01511 26.93760 6.07009  0.159
21 H -5.75558 26.69285 4.11265  0.175
22 C 7.11576 19.63915 9.90388  -0.063
23 C 6.30754 20.88173 10.32876  -0.347
24 O 5.65260 21.21413 9.11214  0.150
25 C 6.24706 20.61472 8.09039  -0.571
26 O 5.86394 20.64495 6.94970  0.149
27 O 7.24740 19.85141 8.53983  0.091
28 F 7.11964 21.83659 10.63547  0.121
29 H 6.33455 18.89587 10.06306  0.143
30 H 8.03052 19.54574 10.48920  0.154
31 H 5.70475 20.70555 11.21966  0.173
32 C -0.26466 16.45431 0.01850  -0.058
33 C -1.65384 17.04642 0.03012  -0.361
34 O -2.61559 16.06834 0.23358  0.167
35 C -1.97677 14.91422 0.44329  -0.495
36 O -2.45099 13.85634 0.77801  0.169
37 O -0.60032 15.12679 0.34703  0.039
38 F -1.97123 17.64699 -1.11344  0.094
39 H 0.54048 16.72997 0.69958  0.141
40 H 0.09476 16.44982 -1.01053  0.140
41 H -1.81712 17.77332 0.82577  0.165
42 C 7.57873 14.05006 0.99146  -0.056
43 C 6.35855 13.81041 0.22787  -0.280
44 O 6.06028 15.19310 -0.12694  0.174
45 C 6.27910 15.93119 0.84486  -0.677
46 O 5.87759 17.02732 0.99842  0.178
47 O 7.12324 15.23701 1.65375  0.079
48 F 5.35720 13.24513 0.94323  0.101
49 H 8.37531 14.19981 0.26265  0.152
50 H 7.70200 13.20496 1.66874  0.156
51 H 6.53928 13.22755 -0.67530  0.174
52 C -1.56097 22.27411 9.33361  -0.060
53 C -2.40480 21.12846 8.72154  -0.387
54 O -3.63929 21.49400 9.17455  0.150
55 C -3.73727 22.75747 9.59657  -0.481
56 O -4.74608 23.24736 10.15377  0.121
57 O -2.48719 23.23520 9.76043  0.075
58 F -2.09042 19.93353 9.09990  0.144
59 H -0.81985 22.75930 8.69844  0.133
60 H -0.94649 21.98608 10.18657  0.140
61 H -2.37429 21.18347 7.63336  0.166
62 C 2.24330 14.39742 5.97257  -0.010
63 C 2.38394 15.40411 7.13907  -0.363
64 O 3.64878 15.09230 7.57636  0.142
65 C 4.39025 14.50720 6.62708  -0.560
66 O 5.59740 14.38412 6.60970  0.155
67 O 3.60244 13.92612 5.72694  0.083
68 F 1.40737 15.18491 8.00002  0.112
69 H 2.00468 15.03012 5.11767  0.129
70 H 1.52965 13.59727 6.16903  0.144
71 H 2.43046 16.44351 6.81413  0.169
72 C 5.03493 27.07987 8.10347  0.046
73 N 3.75126 26.38322 7.82769  -0.409
74 O 2.86493 26.36992 8.70630  0.052
75 O 3.69353 25.64658 6.81400  0.008
76 H 5.87199 26.38543 8.17550  0.105
77 H 4.78565 27.59321 9.03215  0.100
78 H 5.16414 27.72746 7.23627  0.101

As for the energy: -84936.446 eV. As for the HOMO energy: -12.64 eV. For the molecular weight, the calculation gives 931.42 u. The charge is +1. The orbital gap comes out at 1.877 eV.